1.
DFT (wB97M-V/def2-TZVPD) results for 2 unconnected molecules or ions with the total composition C5H11NO in a non-equilibrium geometry.

Properties
LUMO	0.3	eV
E_HOMO	-8.49	eV
net charge	0
ΔE to the lowest compared entry with this formula, charge and spin	315.1	kJ/mol
E	-327.0113	a.u.
max |F|	5.6	eV Å⁻¹
multiplicity	1
SMILES	C=C/C=C/CN.O
frontier orbital gap	8.80	eV

```
18
Properties=species:S:1:pos:R:3:forces:R:3
C 0.553 -0.189 3.694 -3.8324 -0.8271 1.5025
C -0.659 -0.065 3.066 1.7596 1.5747 2.5128
C -0.900 0.059 1.671 2.9329 -1.9116 -4.4245
C 0.125 -0.031 0.704 -2.1798 0.4774 2.3151
C -0.081 -0.409 -0.734 -1.3135 1.0639 -0.4640
N 0.809 0.311 -1.669 0.4822 -2.3789 0.1569
H 0.396 -0.418 4.802 1.0646 0.7828 -1.5424
H 1.459 -0.317 3.195 1.3887 -0.3274 -0.4970
H -1.434 0.187 3.794 -0.4002 -0.6084 -0.5332
H -1.810 -0.292 1.207 -0.8186 0.3293 0.5396
H 1.113 0.296 0.964 0.6235 -0.1557 0.2466
H -1.167 -0.030 -0.903 1.6747 -0.9587 -0.3917
H -0.042 -1.508 -0.969 -0.0247 0.9391 0.5700
H 0.468 1.193 -1.902 -0.0212 1.7305 -0.1757
H 1.838 0.210 -1.567 -1.4483 0.3002 0.1161
O -0.139 0.303 -4.776 -0.5740 0.6030 -0.9260
H -0.079 0.115 -3.843 0.6313 -0.5021 0.4538
H 0.473 -0.224 -5.295 0.0553 -0.1311 0.5412
```
Positions in Å, forces in eV/Å.

***

2.
DFT (wB97M-V/def2-TZVPD) results for 2 unconnected molecules or ions with the total composition C5H11NO in a non-equilibrium geometry.

Properties
LUMO	0.7	eV
E_HOMO	-7.99	eV
net charge	0
ΔE to the lowest compared entry with this formula, charge and spin	385.0	kJ/mol
E	-326.9847	a.u.
max |F|	6.2	eV Å⁻¹
multiplicity	1
SMILES	C=C(N)/C=C/C.O
frontier orbital gap	8.66	eV

```
18
Properties=species:S:1:pos:R:3:forces:R:3
C -1.590 -0.096 2.005 -0.4832 0.1654 -2.2436
C -1.202 -0.738 0.833 -0.0493 1.1409 0.2167
N -1.593 -2.018 0.359 1.1915 0.4934 -1.1840
C -0.339 0.003 -0.258 1.4774 -5.9266 1.2310
C 0.529 -0.867 -0.942 -3.1617 1.6233 0.2033
C 0.770 -0.736 -2.447 4.2727 -0.2030 1.8257
H -2.533 -0.189 2.550 0.3934 -1.2076 -0.0002
H -1.311 0.953 2.129 0.6547 -0.3709 -0.2806
H -1.378 -2.347 -0.614 -0.1401 1.2322 1.6704
H -2.370 -2.513 0.702 -0.9158 -0.1999 1.0297
H -0.693 0.972 -0.400 -0.0815 1.4445 -1.0092
H 0.742 -1.856 -0.490 -0.2074 0.8210 -0.1130
H -0.141 -0.528 -2.966 -0.0473 0.7449 -0.5077
H 1.701 -0.017 -2.420 -2.1014 -0.5803 -1.2183
H 1.252 -1.677 -2.844 -0.7959 0.8308 0.3789
O 2.652 4.244 1.701 -0.9672 -0.9209 -2.5538
H 3.139 3.647 2.285 -0.2519 -0.2292 -0.6140
H 2.363 3.763 0.817 1.2131 1.1419 3.1687
```
Positions in Å, forces in eV/Å.

***

3.
DFT (wB97M-V/def2-TZVPD) results for C5H11NO in the gas phase in a non-equilibrium geometry.

Properties
LUMO	1.1	eV
E_HOMO	-9.41	eV
net charge	0
ΔE to the lowest compared entry with this formula, charge and spin	232.9	kJ/mol
E	-327.0427	a.u.
max |F|	1.3	eV Å⁻¹
multiplicity	1
SMILES	C[C@H]1CN1CCO
frontier orbital gap	10.51	eV

```
18
Properties=species:S:1:pos:R:3:forces:R:3
C 0.422 2.187 1.162 -0.1028 0.0485 -0.1978
C 0.569 0.712 0.886 -0.1439 0.0958 -0.3748
C -0.367 -0.235 1.527 -0.0392 -0.0863 0.2259
N -0.392 -0.091 0.083 -0.0582 0.0630 -0.0445
C 0.280 -1.223 -0.601 -0.0711 -0.0179 -0.0501
C -0.190 -1.169 -2.040 0.3511 -0.0410 -0.0632
O -1.596 -1.175 -2.045 -0.2040 0.1819 -0.0285
H 1.032 2.771 0.468 -0.1856 0.0417 -0.0087
H 0.768 2.427 2.180 -0.0870 -0.2051 -0.2807
H -0.622 2.494 1.082 0.0612 0.0466 -0.0407
H 1.528 0.438 0.489 0.7330 -0.2264 0.9881
H -1.225 0.253 1.987 0.1725 -0.1814 0.1915
H -0.114 -1.204 1.945 0.2461 0.1349 -0.0330
H 1.381 -1.187 -0.528 -0.2664 0.0933 -0.0167
H -0.035 -2.171 -0.143 -0.0933 0.1945 -0.1036
H 0.215 -0.252 -2.499 -0.1164 -0.1310 -0.0463
H 0.163 -2.027 -2.621 -0.0492 0.1025 0.1150
H -1.817 -0.548 -1.333 -0.1469 -0.1138 -0.2319
```
Positions in Å, forces in eV/Å.

***

4.
DFT (wB97M-V/def2-TZVPD) results for C5H11NO in the gas phase in a non-equilibrium geometry.

Properties
LUMO	0.9	eV
E_HOMO	-9.20	eV
net charge	0
ΔE to the lowest compared entry with this formula, charge and spin	86.1	kJ/mol
E	-327.0986	a.u.
max |F|	2.0	eV Å⁻¹
multiplicity	1
SMILES	CNC(=O)C(C)C
frontier orbital gap	10.15	eV

```
18
Properties=species:S:1:pos:R:3:forces:R:3
C -0.819 -2.232 -0.219 0.7505 0.0464 0.4756
N -1.088 -0.967 -0.860 0.1885 0.7311 -1.1591
C -1.028 0.331 -0.348 -0.4662 -1.4825 1.3348
O -2.029 1.014 -0.418 0.6965 0.8220 -0.5512
C 0.227 0.702 0.432 0.9011 0.6478 0.0236
C 1.509 -0.026 -0.034 -0.6406 0.2608 0.4791
C 0.404 2.226 0.485 -0.9854 -0.0877 -0.0969
H 0.090 -2.753 -0.530 0.0179 0.1061 -0.6324
H -1.653 -2.914 -0.367 -0.0889 0.0858 0.2539
H -0.607 -2.070 0.841 -0.5887 -0.0273 0.1293
H -1.741 -0.941 -1.627 -0.3324 -0.5560 0.2709
H 0.039 0.387 1.465 -0.1240 -0.1576 -0.0006
H 1.312 -1.085 0.105 0.4629 -0.1307 -0.6824
H 1.802 0.288 -1.036 -0.2312 -0.4691 -0.1740
H 2.366 0.201 0.598 -0.1192 0.2451 0.2839
H 1.318 2.526 0.984 0.2080 -0.0898 0.0001
H -0.443 2.635 1.038 0.0903 0.1619 0.0121
H 0.339 2.676 -0.510 0.2609 -0.1060 0.0332
```
Positions in Å, forces in eV/Å.

***

5.
DFT (wB97M-V/def2-TZVPD) results for C5H11NO in the gas phase in a non-equilibrium geometry.

Properties
LUMO	0.9	eV
E_HOMO	-9.19	eV
net charge	0
ΔE to the lowest compared entry with this formula, charge and spin	80.7	kJ/mol
E	-327.1006	a.u.
max |F|	2.2	eV Å⁻¹
multiplicity	1
SMILES	CCN(C=O)CC
frontier orbital gap	10.08	eV

```
18
Properties=species:S:1:pos:R:3:forces:R:3
C 0.945 1.440 -0.955 -1.1473 0.8903 0.1126
C 0.320 0.077 -1.210 1.3230 -0.8033 1.5947
N -0.732 -0.302 -0.274 0.3296 0.5226 -1.1424
C -2.010 -0.273 -0.699 -0.0396 -0.2028 0.6499
O -2.950 -0.532 0.025 -0.3851 0.1624 -0.3254
C -0.471 -0.436 1.137 -0.6432 -0.3006 0.7853
C 0.920 -0.922 1.515 -0.0493 0.4399 0.4389
H 1.966 1.540 -1.299 0.1144 -0.0658 -0.2861
H 0.296 2.192 -1.422 0.3906 0.0390 -0.2472
H 0.915 1.762 0.087 0.1697 -0.5124 0.1991
H 1.088 -0.696 -1.101 0.0812 0.0996 -0.1893
H -0.019 -0.023 -2.213 -0.5697 0.0545 -0.7560
H -2.078 0.015 -1.757 -0.3101 -0.1110 -0.1347
H -1.194 -1.155 1.531 0.0425 -0.1280 -0.2360
H -0.803 0.464 1.670 0.5560 0.2659 -0.1901
H 1.730 -0.580 0.876 -0.0397 0.0941 -0.0389
H 0.936 -1.998 1.562 0.1358 -0.4381 -0.2059
H 1.140 -0.572 2.525 0.0412 -0.0065 -0.0284
```
Positions in Å, forces in eV/Å.

***

6.
DFT (wB97M-V/def2-TZVPD) results for C5H11NO in the gas phase.

Properties
LUMO	0.9	eV
E_HOMO	-9.62	eV
net charge	0
ΔE to the lowest compared entry with this formula, charge and spin	8.5	kJ/mol
E	-327.1281	a.u.
max |F|	0.3	eV Å⁻¹
multiplicity	1
SMILES	CNC(=O)C(C)C
frontier orbital gap	10.52	eV

```
18
Properties=species:S:1:pos:R:3:forces:R:3
C 2.855 0.269 -0.129 0.2163 0.0109 0.0295
N 1.479 0.125 -0.545 -0.2040 -0.0182 -0.1184
C 0.444 0.183 0.340 0.0904 0.0292 0.1304
O 0.626 0.334 1.539 -0.1025 -0.0970 -0.2378
C -0.954 0.040 -0.259 -0.0303 -0.0377 -0.0265
C -1.427 -1.419 -0.173 0.0253 -0.0085 0.0071
C -1.910 0.965 0.491 -0.0387 0.0512 0.0258
H 3.314 1.152 -0.587 -0.0591 -0.1073 0.0858
H 3.446 -0.612 -0.400 -0.0736 0.0965 0.0680
H 2.860 0.386 0.957 0.0199 -0.0313 -0.2010
H 1.276 0.019 -1.528 -0.0301 0.0357 0.2081
H -0.904 0.326 -1.320 -0.0435 -0.0054 0.1539
H -1.486 -1.743 0.872 0.0622 0.0675 -0.1539
H -0.753 -2.094 -0.712 -0.0917 0.0753 0.1041
H -2.427 -1.514 -0.612 0.1728 0.0227 0.0586
H -2.936 0.848 0.126 0.1676 0.0106 0.0119
H -1.884 0.721 1.557 -0.0234 0.0473 -0.1561
H -1.618 2.015 0.383 -0.0575 -0.1415 0.0105
```
Positions in Å, forces in eV/Å.